Formula: C4H3NS
Source: the Open Molecules 2025 dataset
Level of theory: wB97M-V/def2-TZVPD

Last columns: bonded neighbours and bond lengths (Å).
Geometry (Å):
1 S 2.59 -0.12 -0.01  C2 1.604
2 C 0.99 -0.06 0.00  S1 1.604, C3 1.437, C6 1.509
3 C 0.07 1.04 0.01  C2 1.437, C4 1.354, H7 1.091
4 C -1.18 0.51 -0.02  C3 1.354, N5 1.422, H8 1.054
5 N -1.17 -0.91 -0.02  C4 1.422, C6 1.275
6 C 0.06 -1.25 0.00  C2 1.509, N5 1.275, H9 1.084
7 H 0.38 2.09 -0.03  C3 1.091
8 H -2.12 0.99 0.04  C4 1.054
9 H 0.37 -2.29 0.03  C6 1.084

The relative energy (zero: lowest compared OMol25 entry of this formula, charge and spin) is 0.1878 eV. Its HOMO energy is -9.3 eV. The calculation puts the molar mass at 97.14 g/mol. The HOMO-LUMO gap is 7.31 eV. The SMILES is S=C1C=CN=C1. As for the LUMO energy: -1.98 eV.